{
  "formula": "C20H37N3O2",
  "method": "ωB97M-V/def2-TZVPD",
  "species": ["C", "H", "H", "C", "H", "H", "C", "C", "H", "H", "H", "H", "C", "N", "H", "C", "H", "C", "C", "C", "C", "C", "C", "C", "H", "H", "O", "C", "H", "H", "H", "H", "H", "H", "H", "H", "H", "C", "N", "H", "C", "C", "N", "H", "C", "H", "H", "H", "H", "H", "C", "C", "H", "H", "H", "H", "O", "H", "H", "H", "H", "H"],
  "coordinates": [[-0.901375, 2.473634, -2.285032], [-0.597218, 2.602265, -3.321138], [-1.887818, 2.915826, -2.162627], [-0.899631, 0.994969, -1.919543], [-1.602420, 0.458027, -2.560958], [0.098678, 0.594998, -2.099373], [-1.257723, 0.729769, -0.450243], [-2.761810, 0.851638, -0.217819], [-3.127446, 1.786022, -0.636339], [-3.005554, 0.845525, 0.841572], [-3.288133, 0.032344, -0.704483], [-0.738985, 1.476434, 0.159199], [-0.707344, -0.660690, -0.062142], [0.737697, -0.592691, -0.151200], [1.098159, -0.127943, 0.675165], [1.453054, -1.820988, -0.401795], [1.508325, -2.495774, 0.471920], [2.878529, -1.489989, -0.872362], [2.815449, -0.619129, -2.093639], [2.868386, 0.766167, -1.987591], [2.729804, 1.568728, -3.099420], [2.528292, 1.003547, -4.358272], [2.481985, -0.379679, -4.476585], [2.623351, -1.172357, -3.349423], [2.580347, -2.247172, -3.458139], [2.333738, -0.853144, -5.434740], [2.391542, 1.885191, -5.392920], [2.175320, 1.373310, -6.683424], [1.249665, 0.790173, -6.735868], [2.089778, 2.241283, -7.335716], [3.013837, 0.753006, -7.017721], [2.765882, 2.643818, -3.021431], [3.013834, 1.220847, -1.019618], [3.403849, -2.421607, -1.090749], [3.407599, -0.971970, -0.070823], [0.930285, -2.353178, -1.202205], [-1.055974, -1.381276, -0.812616], [-1.177604, -1.162978, 1.316226], [-0.716112, -0.272237, 2.366774], [-1.116167, 0.646344, 2.196082], [-1.083992, -0.672826, 3.723588], [-1.868001, 0.454464, 4.415259], [-2.946267, 0.938257, 3.567060], [-3.204282, 1.876900, 3.855415], [-4.128102, 0.097448, 3.591358], [-3.882052, -0.879670, 3.176821], [-4.898280, 0.551543, 2.969830], [-4.531851, -0.052395, 4.603774], [-1.172378, 1.279247, 4.590151], [-2.229611, 0.095012, 5.392664], [0.218779, -0.946157, 4.513596], [0.900067, -2.230764, 4.038883], [0.251667, -3.088299, 4.197651], [1.136867, -2.150931, 2.980943], [1.824845, -2.378757, 4.590776], [-0.007572, -1.025879, 5.582624], [1.080585, 0.157590, 4.381213], [1.098090, 0.356255, 3.432822], [-1.686851, -1.589236, 3.709155], [-2.270799, -1.289198, 1.313083], [-0.737130, -2.150939, 1.489075], [-0.199801, 3.017272, -1.656724]],
  "forces_ev_per_angstrom": [[-0.067, -0.268, -0.041], [0.020, 0.108, -0.110], [-0.090, 0.131, 0.004], [0.108, 0.220, 0.198], [-0.058, -0.111, -0.035], [-0.046, -0.044, -0.074], [-0.149, -0.431, -0.303], [0.275, 0.091, 0.055], [-0.113, 0.087, -0.040], [-0.106, -0.013, 0.136], [-0.100, -0.109, -0.076], [0.073, 0.054, 0.066], [-0.090, 0.176, 0.325], [0.118, -0.008, 0.120], [-0.022, -0.037, 0.019], [0.215, -0.081, 0.172], [-0.060, 0.008, -0.124], [-0.388, -0.103, -0.097], [0.189, -0.155, -0.019], [0.048, -0.013, -0.213], [-0.023, 0.054, -0.177], [0.003, -0.011, 0.108], [-0.091, 0.198, -0.379], [0.062, 0.083, 0.275], [-0.002, -0.127, -0.005], [-0.009, 0.001, -0.100], [0.059, 0.058, 0.338], [-0.032, -0.088, -0.191], [0.044, 0.006, 0.002], [-0.001, -0.094, 0.005], [-0.042, 0.009, 0.017], [0.005, 0.147, 0.015], [0.012, 0.060, 0.125], [0.087, 0.014, 0.071], [0.080, -0.041, 0.053], [0.032, -0.037, 0.023], [-0.013, 0.041, 0.003], [0.091, -0.132, -0.401], [-0.049, 0.226, 0.021], [-0.104, -0.108, 0.036], [0.287, 0.205, 0.362], [0.083, -0.151, -0.184], [-0.078, 0.456, 0.273], [0.081, -0.138, -0.086], [-0.015, -0.022, -0.002], [-0.093, -0.055, -0.037], [-0.065, -0.084, -0.021], [0.006, -0.030, -0.039], [-0.030, -0.043, 0.040], [0.075, 0.025, -0.058], [-0.287, -0.489, -0.152], [-0.128, 0.372, 0.265], [-0.074, -0.174, -0.013], [0.035, -0.017, -0.174], [0.081, -0.038, 0.019], [-0.041, -0.005, -0.066], [0.269, 0.292, 0.054], [-0.044, -0.047, -0.024], [0.016, 0.033, -0.058], [0.033, 0.009, 0.058], [-0.074, 0.017, -0.025], [0.098, 0.120, 0.067]],
  "lowdin_charge": [-0.097, 0.067, 0.061, -0.226, 0.116, 0.085, -0.341, -0.056, 0.072, 0.050, 0.087, 0.136, -0.312, -0.031, 0.116, -0.218, 0.106, -0.140, -0.257, -0.046, -0.009, -0.282, -0.022, -0.039, 0.115, 0.100, -0.091, -0.097, 0.094, 0.091, 0.094, 0.118, 0.113, 0.113, 0.112, 0.122, 0.152, -0.170, -0.012, 0.099, -0.302, -0.189, -0.132, 0.110, -0.129, 0.068, 0.079, 0.079, 0.125, 0.123, -0.408, -0.036, 0.079, 0.058, 0.079, 0.144, -0.043, 0.081, 0.141, 0.110, 0.114, 0.073],
  "smiles": "CC[C@@H](C)[C@H](CN[C@H](CNC)[C@@H](C)O)NCCc1ccc(OC)cc1",
  "e_lumo_ev": 0.9,
  "spin_multiplicity": 1,
  "orbital_gap_ev": 8.98,
  "homo_energy_ev": -8.11,
  "max_force_ev_per_a": 0.587
}

{
  "formula": "C4H14N2OS",
  "method": "ωB97M-V/def2-TZVPD",
  "species": ["C", "N", "C", "N", "C", "C", "S", "H", "H", "H", "H", "H", "H", "H", "H", "H", "H", "H", "H", "H", "H", "O"],
  "coordinates": [[0.548955, 1.050916, -0.488881], [0.268312, 0.370451, 0.782027], [1.351522, 0.493898, 1.754087], [1.060165, -0.092026, 3.046462], [0.943807, 0.041704, -1.605245], [-0.005731, -1.152185, -1.654943], [-1.355429, -1.043366, -2.840332], [-0.347437, 1.609727, -0.765510], [1.387045, 1.737843, -0.327700], [-0.558961, 0.783477, 1.187586], [1.703814, 1.509257, 2.008058], [2.203033, -0.015049, 1.292524], [0.445715, 0.479046, 3.596574], [0.706079, -1.031548, 2.902156], [0.931000, 0.552676, -2.571362], [1.981729, -0.241492, -1.420062], [0.582571, -1.945757, -2.129729], [-0.336129, -1.429309, -0.664440], [-1.491016, 0.242276, -3.092707], [-2.783980, -0.794423, 0.821393], [-3.673969, -0.806766, -0.331842], [-3.561089, -0.319340, 0.501888]],
  "forces_ev_per_angstrom": [[0.143, -0.538, -0.109], [-0.132, 0.531, 0.333], [0.493, -0.178, 0.479], [0.512, -0.559, -0.825], [-0.526, 0.964, 0.608], [1.377, -0.075, -0.978], [-0.844, -0.759, -0.224], [0.151, 0.054, -0.149], [-0.185, 0.264, -0.289], [-0.191, 0.024, 0.071], [-0.347, 0.125, -0.580], [0.109, -0.031, 0.234], [-0.358, -0.031, 0.099], [-0.212, 0.162, 0.396], [0.117, 0.017, 0.044], [-0.111, -0.400, 0.002], [-0.187, -0.259, 0.583], [-0.102, -0.075, 0.090], [0.178, 0.742, 0.265], [0.071, 0.269, 0.438], [-0.339, 0.483, 0.045], [0.384, -0.730, -0.532]],
  "lowdin_charge": [-0.225, -0.082, -0.344, 0.006, -0.248, -0.582, 0.696, 0.115, 0.106, 0.098, 0.116, 0.114, 0.057, 0.067, 0.097, 0.103, 0.057, 0.046, -0.168, 0.020, 0.027, -0.076],
  "smiles": "NCNCCCS.O",
  "e_lumo_ev": 0.8,
  "spin_multiplicity": 1,
  "orbital_gap_ev": 9.84,
  "homo_energy_ev": -9.04,
  "max_force_ev_per_a": 1.691
}